ORCA calculation (wB97M-V/def2-TZVPD) on a cluster of 4 separate species, C8H16Br8 in total.

Calculated values
HOMO level (Eh): -0.3698
SMILES: BrCCBr.BrCCBr.BrCCBr.BrCCBr
Lowest unoccupied orbital energy (eV): 0.275
Charge: 0
HOMO-LUMO gap (eV): 10.34
Energy above the lowest of the compared OMol25 structures with the same formula, charge and spin (eV): 0.828

Positions of all 32 atoms, in Å:
1 Br -10.94490 5.38158 10.01067
2 H -10.21047 3.58487 16.32682
3 Br -10.25920 2.17924 18.84597
4 C -9.81103 0.05511 13.03910
5 H -6.89401 2.52550 6.11897
6 C -7.73396 2.35386 6.83599
7 H -11.24488 4.45660 18.54472
8 C -9.88489 6.17317 12.53496
9 H -8.68455 2.72493 6.48019
10 H -10.89486 6.00382 12.93469
11 H -9.04557 -0.30497 10.95382
12 H -11.67570 2.79193 15.91596
13 H -10.80364 0.17878 13.42979
14 C -11.27353 3.60045 16.50459
15 H -9.22386 5.97022 13.37678
16 Br -7.99133 0.38321 7.22329
17 C -11.48603 3.47197 18.09146
18 H -6.52681 2.42825 8.62223
19 H -9.16421 0.88692 13.32396
20 Br -11.95190 5.34990 15.94526
21 H -8.24308 2.67838 8.93022
22 H -12.51320 3.22552 18.27049
23 H -9.30252 4.35741 11.50450
24 Br -6.96933 4.73423 8.13125
25 Br -9.86099 8.06495 12.32100
26 Br -9.10223 -1.71786 13.72498
27 Br -10.53858 1.72419 10.94494
28 C -9.50978 5.38051 11.30464
29 H -8.65094 5.78521 10.83655
30 H -10.69514 -0.74369 11.10143
31 C -9.93475 -0.09402 11.51035
32 C -7.43178 2.87438 8.25041